Entry from the OMol25 dataset: one molecule with the formula C6H9NO (ωB97M-V/def2-TZVPD).

Values from the calculation:
- Frontier orbital gap: 8.41 eV
- SMILES: C=C[C@](C)(N)C=C=O
- Net charge: 0
- E_LUMO: 0.0 eV
- HOMO energy: -8.43 eV

Last columns: bonded neighbours and bond lengths (Å).
Element x y z (Å)
1 C -1.591 -0.027 -1.434  C2 1.333, H9 1.083, H10 1.083
2 C -0.526 0.609 -0.947  C1 1.333, C3 1.823, H11 1.087
3 C 0.368 0.110 0.561  C2 1.823, C4 1.517, N5 1.384, C6 1.498
4 C -0.557 -0.755 1.396  C3 1.517, H12 1.093, H13 1.090, H14 1.085
5 N 0.800 1.242 1.229  C3 1.384, H15 1.010, H16 1.009
6 C 1.430 -0.606 -0.216  C3 1.498, C7 1.330, H17 1.079
7 C 1.205 -0.375 -1.506  C6 1.330, O8 1.190
8 O 1.452 -0.358 -2.670  C7 1.190
9 H -1.648 -1.108 -1.407  C1 1.083
10 H -2.390 0.494 -1.948  C1 1.083
11 H -0.461 1.688 -1.064  C2 1.087
12 H 0.020 -1.170 2.226  C4 1.093
13 H -1.390 -0.173 1.791  C4 1.090
14 H -0.935 -1.589 0.813  C4 1.085
15 H 0.536 1.421 2.187  N5 1.010
16 H 1.484 1.813 0.757  N5 1.009
17 H 2.203 -1.214 0.230  C6 1.079